Computed, not measured: a single C4H5F2NS molecule in a non-equilibrium geometry, with ωB97M-V with the def2-TZVPD basis set.

```
13
Properties=species:S:1:pos:R:3
S 2.78775 -0.68760 -0.54004
F -1.48062 1.07864 -0.78335
F -2.30675 -1.14120 -0.91382
N 1.14096 1.25139 -0.13903
C 1.24857 -0.02252 -0.34578
C -1.38310 -0.28427 -0.31573
C -0.83694 -0.42796 0.97563
C 0.04373 -0.76570 -0.15412
H 0.29970 1.75245 -0.16863
H 0.08380 -1.82203 -0.24215
H -1.08957 -1.23799 1.67008
H -0.57984 0.52892 1.37686
H 2.07229 1.77788 -0.41992
```

Computed properties:
**HOMO level**: -8.5 eV
**Multiplicity**: 1
**Energy**: -808.03108 hartree
**Orbital gap**: 9.01 eV
**Structure (SMILES)**: NC(=S)[C@H]1CC1(F)F
**Largest force on an atom**: 0.1118 Eh/bohr
**ΔE to the lowest compared entry with this formula, charge and spin**: 104.3 kJ/mol

Charge distribution, Mulliken scheme, values in e: -0.368 -0.300 -0.268 -0.365 0.079 0.755 -0.672 -0.414 0.207 0.521 0.270 0.293 0.261